Entry 1:
ORCA calculation (ωB97M-V/def2-TZVPD) on one molecule with the formula C23H26N4O2S.

```
56
C23H26N4O2S, DFT ωB97M-V/def2-TZVPD
S 2.7654 -1.8173 -1.1024
O 5.2826 0.6288 -0.6212
O -4.8719 1.5561 -0.4588
N 0.3678 -2.3342 0.0789
N 3.9483 0.3819 1.1954
N 1.8289 -1.4127 1.4333
N 0.6935 -1.6236 2.1227
C -3.1667 0.8842 1.1546
C -0.5390 -1.8911 -2.1414
C -4.7607 2.8964 -0.0447
C -0.1227 1.1816 -0.8579
C -0.1910 -2.9254 -1.1109
C -2.4982 -1.4357 1.1719
C -3.4239 -1.6931 0.1701
C 3.9541 1.7742 1.5766
C 4.3236 -1.5291 -0.2046
C -1.7022 -1.8235 -2.7574
C 1.6303 -1.8313 0.2104
C -4.0743 0.6255 0.1322
C 1.6740 2.1434 -2.1144
C 4.5618 -0.0477 0.0835
C 2.3523 2.4166 -0.9403
C -1.5762 -2.5074 1.7008
C -4.2049 -0.6794 -0.3438
C 0.5640 1.4453 0.3138
C -0.1789 -2.1688 1.3258
C 0.4334 1.5300 -2.0768
C 1.8047 2.0690 0.2887
C -2.3932 -0.1434 1.6635
C 2.5340 2.3513 1.5748
H 0.1302 1.1607 1.2614
H -3.0481 1.8778 1.5564
H -1.0892 0.6980 -0.8179
H 2.5987 3.4306 1.7362
H -1.0717 -3.5067 -0.8321
H -0.0997 1.3247 -2.9940
H 0.2564 -1.1934 -2.3616
H 4.2887 -2.1203 0.7087
H -3.5457 -2.6986 -0.2069
H -1.9031 -1.0743 -3.5027
H 2.1161 2.4111 -3.0627
H -5.4627 3.4543 -0.6624
H 4.5960 2.2963 0.8635
H -4.9245 -0.8704 -1.1239
H 5.1013 -1.8923 -0.8758
H -5.0336 3.0160 1.0088
H 3.3181 2.8963 -0.9847
H -2.5009 -2.5169 -2.5536
H 0.5689 -3.5990 -1.5298
H -1.6885 0.0589 2.4566
H -1.8541 -3.4859 1.3045
H 3.2407 -0.2210 1.6219
H -3.7494 3.2836 -0.2058
H 4.3880 1.8745 2.5777
H -1.6200 -2.5403 2.7907
H 1.9732 1.9160 2.4046
```

total energy = -1659.73690 a.u.
LUMO level = 0.583 eV
net charge = 0
F_max = 1.2 eV/Å
Kohn-Sham gap = 0.332 Eh

Entry 2:
ORCA calculation (ωB97M-V/def2-TZVPD) on one molecule with the formula C23H26N4O3.

```
56
C23H26N4O3, DFT ωB97M-V/def2-TZVPD
O 3.6621 5.1048 -1.6331
O 2.0490 -2.0970 -1.1563
O -4.4398 -2.0979 -1.5805
N -2.6105 -2.9872 -0.5992
N 0.6905 -1.7231 0.6014
N 1.7637 1.2672 1.8018
N 2.6637 0.5325 -0.1005
C -1.6420 -0.9425 2.4601
C -0.2891 -2.5277 -1.4710
C 3.2045 4.1163 -0.8110
C -2.7580 -1.4601 1.8091
C -3.5839 -0.5877 1.1101
C -3.0349 -2.9398 1.8567
C -1.3330 0.4076 2.3892
C -2.1429 1.2577 1.6569
C -2.3169 -1.7069 -2.6252
C -3.4062 -3.5293 0.4850
C 2.6385 4.5725 0.3954
C -3.2397 -2.2911 -1.5785
C 4.2473 4.7400 -2.8576
C 0.9333 -2.1016 -0.6671
C 2.0608 0.2219 1.0872
C -1.0194 -1.2732 -1.9581
C 1.7561 -1.1951 1.4381
C 2.7561 1.8963 -0.1466
C 3.2710 2.7633 -1.1001
C -3.2736 0.7589 1.0311
C -1.2483 -3.4685 -0.7136
C 2.1873 2.3468 1.0669
C 2.1305 3.7112 1.3367
H -4.4664 -0.9577 0.6129
H 1.7014 4.0728 2.2568
H 2.6432 -1.8136 1.2694
H -3.2991 -4.6194 0.5146
H -4.4435 -3.2917 0.2419
H 4.5355 5.6738 -3.3376
H -1.2603 -4.4435 -1.2222
H 2.6202 5.6390 0.5542
H 3.6978 2.3800 -2.0129
H -2.8321 -0.8675 -3.0925
H -0.2565 -1.5282 0.9050
H -3.9196 1.4201 0.4727
H 3.5380 4.2077 -3.5003
H 1.4509 -1.2537 2.4817
H -3.8666 -3.1370 2.5381
H -2.1181 -2.4552 -3.3962
H -0.3846 -0.7285 -2.6584
H 2.9295 -0.1469 -0.7991
H -1.2478 -0.6097 -1.1193
H -1.8939 2.3053 1.5821
H -1.0216 -1.6027 3.0538
H -0.8764 -3.6426 0.2992
H 0.1012 -3.0486 -2.3509
H 5.1381 4.1203 -2.7095
H -2.1589 -3.4534 2.2616
H -0.4495 0.7903 2.8771
```

total energy = -1336.86309 a.u.
LUMO level = 0.623 eV
net charge = 0
F_max = 0.9 eV/Å
Kohn-Sham gap = 0.313 Eh

Entry 3:
ORCA calculation (ωB97M-V/def2-TZVPD) on C23H26N4PPtS2 as an isolated structure.

```
57
C23H26N4PPtS2, DFT ωB97M-V/def2-TZVPD
Pt -1.0670 0.2487 0.0461
S -3.2677 0.1494 0.8420
S -0.8451 -1.3806 -1.6124
P 1.9867 1.2022 -0.2905
N -4.5643 -0.0346 -1.4882
N -4.8432 -1.8151 -0.0628
N -1.1542 -3.3607 0.2999
N -0.3980 -4.0093 -1.6336
C 1.1805 3.7781 -1.0426
C -0.9324 -4.8086 0.5146
C 0.1293 0.1160 3.7616
C -0.4305 -5.2746 -0.8731
C 1.5066 1.6227 2.4357
C -1.1312 4.4448 -0.9507
C 0.1197 -0.8041 2.7302
C 4.5860 1.1927 0.5287
C 1.4704 0.7373 1.3790
C -1.5162 3.1437 -0.6216
C -0.5484 2.1568 -0.5021
C -4.2860 -0.6624 -0.3593
C 0.2000 4.7578 -1.1660
C 5.9224 1.4731 0.3673
C 4.1176 2.2458 -1.6360
C 3.6567 1.6128 -0.4539
C 0.8151 2.4734 -0.7166
C -5.8373 -2.4903 -0.9077
C 5.4576 2.5170 -1.7812
C 0.8430 1.3027 3.6256
C -0.8055 -2.9796 -0.9194
C 0.7887 -0.5136 1.5179
C 6.3564 2.1340 -0.7835
H -2.5606 2.9162 -0.4571
H 7.4118 2.3364 -0.9131
H 6.6370 1.1835 1.1252
H -1.1052 -5.9804 -1.3515
H -5.9456 -3.5117 -0.5571
H -0.0439 -3.9155 -2.5733
H -5.4881 -2.5152 -1.9389
H 5.8189 3.0153 -2.6702
H 2.2200 4.0528 -1.1616
H -1.8618 -5.2938 0.8020
H -1.8829 5.2188 -1.0380
H 0.5648 -5.7093 -0.8299
H 2.0113 2.5765 2.3409
H -0.3778 -0.0988 4.6927
H 3.4263 2.5060 -2.4280
H -6.8012 -1.9851 -0.8424
H -0.1944 -4.9633 1.2982
H -1.5284 -2.7249 0.9828
H -5.2653 -0.3635 -2.1363
H 1.0586 -1.3267 0.8578
H 0.4873 5.7707 -1.4130
H -4.7057 -2.1401 0.8828
H 4.2468 0.6740 1.4168
H -4.1522 0.8672 -1.6623
H 0.8740 2.0018 4.4518
H -0.3535 -1.7667 2.8742
```

total energy = -2367.08540 a.u.
LUMO level (alpha / beta) = -8.387 / -11.841 eV
net charge = +3
spin multiplicity = 5
F_max = 0.7 eV/Å
Kohn-Sham gap (alpha / beta) = 0.299 / 0.196 Eh